1) This record from the Open Molecules 2025 dataset describes a 3-piece molecular cluster, C3H13NO2 overall. The level of theory is the ωB97M-V functional and the def2-TZVPD basis.

Results
**LUMO**: 0.0069 hartree
**Multiplicity**: 1
**Kohn-Sham gap**: 8.52 eV

Last column: natural (NBO) charge in e.
CARTESIAN COORDINATES (ANGSTROEM)
1 C 1.84 1.30 -0.19  -0.64
2 C 1.41 0.14 0.63  -0.21
3 N 1.25 -1.13 -0.22  -0.65
4 C 0.66 -2.36 0.19  -0.42
5 H 2.36 2.12 0.30  0.22
6 H 2.68 1.01 -0.86  0.23
7 H 0.94 1.69 -0.67  0.21
8 H 2.13 0.00 1.43  0.19
9 H 0.43 0.19 1.16  0.16
10 H 0.77 -0.80 -1.05  0.36
11 H 1.19 -3.17 -0.33  0.20
12 H -0.46 -2.45 0.14  0.16
13 H 0.82 -2.60 1.24  0.19
14 O -3.27 2.91 1.92  -0.93
15 H -3.90 3.28 1.28  0.47
16 H -2.75 2.29 1.40  0.46
17 O -1.72 -0.68 -2.30  -0.94
18 H -2.17 -1.51 -2.47  0.48
19 H -2.18 -0.23 -1.58  0.47

2) This record from the Open Molecules 2025 dataset describes a 3-piece molecular cluster, C3H13NO2 overall. The level of theory is the ωB97M-V functional and the def2-TZVPD basis.

Results
**LUMO**: 0.0233 hartree
**Multiplicity**: 1
**Kohn-Sham gap**: 10.00 eV

Last column: natural (NBO) charge in e.
CARTESIAN COORDINATES (ANGSTROEM)
1 C 1.28 -0.47 -0.37  -0.64
2 C 0.26 0.24 -1.31  -0.44
3 C -0.15 1.69 -0.85  -0.21
4 N 0.08 2.16 0.51  -0.82
5 H 1.13 -1.39 0.20  0.22
6 H 1.51 0.31 0.36  0.19
7 H 2.22 -0.65 -0.88  0.21
8 H 0.70 0.15 -2.30  0.21
9 H -0.75 -0.19 -1.35  0.20
10 H -1.18 1.93 -1.10  0.20
11 H 0.48 2.34 -1.48  0.18
12 H 1.04 2.02 0.79  0.34
13 H -0.48 1.66 1.19  0.37
14 O -0.13 -0.34 2.76  -0.95
15 H -0.12 -1.24 3.09  0.48
16 H 0.77 -0.04 2.67  0.47
17 O -1.31 -2.71 -1.11  -0.93
18 H -0.64 -2.10 -0.83  0.47
19 H -1.55 -2.37 -1.99  0.47

3) This record from the Open Molecules 2025 dataset describes a 3-piece molecular cluster, C3H13NO2 overall. The level of theory is the ωB97M-V functional and the def2-TZVPD basis.

Results
**LUMO**: 0.0259 hartree
**Multiplicity**: 1
**Kohn-Sham gap**: 10.82 eV

Last column: natural (NBO) charge in e.
CARTESIAN COORDINATES (ANGSTROEM)
1 C 1.87 1.18 0.43  -0.63
2 C 0.82 0.95 -0.68  -0.05
3 C -0.36 1.85 -0.42  -0.62
4 N 0.38 -0.45 -0.68  -0.86
5 H 2.06 2.22 0.70  0.21
6 H 2.82 0.66 0.31  0.21
7 H 1.44 0.78 1.36  0.20
8 H 1.32 1.10 -1.64  0.19
9 H -1.19 1.55 -1.08  0.22
10 H -0.23 2.93 -0.45  0.22
11 H -0.74 1.66 0.59  0.20
12 H 1.14 -1.04 -1.02  0.37
13 H 0.12 -0.74 0.26  0.35
14 O -1.66 -2.26 2.18  -0.93
15 H -1.78 -1.31 1.98  0.46
16 H -1.16 -2.55 1.40  0.48
17 O -1.62 -2.56 -0.92  -0.97
18 H -2.34 -2.07 -1.32  0.47
19 H -0.90 -1.91 -1.00  0.48

4) This record from the Open Molecules 2025 dataset describes a 3-piece molecular cluster, C3H13NO2 overall. The level of theory is the ωB97M-V functional and the def2-TZVPD basis.

Results
**LUMO**: 0.0299 hartree
**Multiplicity**: 1
**Kohn-Sham gap**: 10.05 eV

Last column: natural (NBO) charge in e.
CARTESIAN COORDINATES (ANGSTROEM)
1 C 0.54 0.26 -1.69  -0.63
2 C 0.71 0.45 -0.15  -0.21
3 N 0.64 -0.73 0.64  -0.67
4 C 1.77 -0.67 1.61  -0.41
5 H 1.42 0.23 -2.32  0.21
6 H -0.27 0.91 -2.10  0.23
7 H 0.02 -0.77 -1.70  0.19
8 H -0.24 1.09 0.09  0.14
9 H 1.50 1.16 0.01  0.19
10 H 0.60 -1.60 0.07  0.38
11 H 1.52 -0.77 2.69  0.19
12 H 2.43 -1.43 1.43  0.19
13 H 2.30 0.26 1.57  0.19
14 O -2.37 1.22 -1.49  -0.95
15 H -2.54 0.31 -1.06  0.50
16 H -1.69 1.64 -1.19  0.45
17 O -2.40 -0.68 1.05  -0.97
18 H -1.50 -1.07 1.28  0.50
19 H -2.44 0.18 1.28  0.46

Ranking the structures above from most stable to least stable yields 3), 2), 1), 4).